(1)
Computed, not measured: C23H34CuN7O3 as an isolated structure in a non-equilibrium geometry, with ωB97M-V/def2-TZVPD.

Structure (XYZ):
```
68
Properties=species:S:1:pos:R:3
H -0.9387 3.6488 -2.7657
H 0.6096 -2.9358 2.1731
C -1.8669 0.2516 1.6736
H 3.4600 0.7599 3.4259
H -2.6857 0.1049 3.5366
H -3.0391 0.6781 -3.8420
H -3.6528 0.5046 -0.8572
O -2.9075 0.6144 1.1633
C 0.6251 -0.2633 3.0291
C 0.4600 -0.2612 1.5232
C -2.0616 -1.9244 -1.2839
Cu -0.4368 0.4875 -1.0318
H 2.7807 0.8115 1.8037
H 4.0473 -1.0962 -2.4621
C -3.3947 0.0380 -1.8142
N -1.7421 1.7221 -2.5789
C 1.5025 -1.4584 -1.6465
H 1.1611 2.5669 -2.9814
H 1.6696 -4.7834 -1.1002
H -2.1066 2.8172 -0.0798
C -0.6880 -0.2679 3.7872
C -3.0523 1.1357 -2.8479
N -0.7234 0.0658 0.9758
N 0.1900 -1.3279 -1.5141
H 1.3490 1.1688 4.4588
C 2.1910 -0.1755 -1.9311
H -1.1506 4.2805 -0.4198
H 0.6734 1.8995 3.0024
H -2.6427 3.6239 -2.3045
C 2.0819 -2.7169 -1.5006
C 1.1943 2.9432 -0.8427
H -3.8915 -2.3779 -0.3340
N -0.1070 2.4385 -0.3975
C 3.6629 -0.1276 -2.1638
H -1.1298 1.5569 -3.3655
C -0.6358 -2.3357 -1.2878
C 1.3139 1.0906 3.3712
H -0.0799 2.2651 0.5988
H -0.7708 -4.4662 -0.9445
H -4.2412 -0.5623 -2.1626
H 1.6680 -1.3355 4.5570
N -2.2087 -0.7078 -1.6144
C -0.1233 -3.6250 -1.1366
H 2.9809 2.3042 2.7292
N -1.8046 0.0220 3.0411
C 2.7206 1.2493 2.7983
O -0.7578 -0.4618 4.9725
H -2.7692 -3.7521 -0.4006
H -3.6430 -3.2421 -1.8492
H 2.7692 2.4339 -2.2460
N 1.4067 0.8263 -1.9471
C 1.4842 -1.4506 3.4881
H 1.9203 2.7670 -0.0444
H -3.8403 1.8964 -2.8417
H 3.9093 0.6006 -2.9336
H 1.1518 4.0203 -1.0399
C -1.6812 3.1180 -2.1656
C -3.1486 -2.8906 -0.9426
H 2.4352 -1.4260 2.9559
C 0.8028 -2.7913 3.2365
H 1.4440 -3.5982 3.5825
H -0.1380 -2.8632 3.7784
C 1.2495 -3.7974 -1.2322
O 1.4302 -0.4403 0.7971
H 4.1611 0.1719 -1.2406
C 1.7069 2.2120 -2.1024
C -1.2974 3.2263 -0.6879
H 3.1469 -2.8624 -1.5720
```

Summary:
* largest force on an atom: 1.143 eV/A
* total charge: +1
* Kohn-Sham gap (spin up / spin down): 8.4694 / 8.3944 eV
* spin multiplicity: 2
* ⟨S²⟩: 0.753
* HOMO level (spin up / spin down): -11.836 / -11.796 eV
* LUMO (spin up / spin down): -3.37 / -3.40 eV

(2)
Computed, not measured: one molecule with the formula C2H2O3 in a non-equilibrium geometry, with ωB97M-V/def2-TZVPD.

Structure (XYZ):
```
7
Properties=species:S:1:pos:R:3
C -0.5903 0.5592 -0.7670
O 1.2454 0.6218 0.8030
O 0.4769 2.1804 -1.1096
C 0.4940 1.0240 -0.1952
H 1.8240 1.3126 0.9725
H -1.0528 -0.4197 -0.7863
O -0.6492 1.6403 -1.7121
```

Summary:
* largest force on an atom: 3.568 eV/A
* structure (SMILES): Oc1coo1
* Kohn-Sham gap: 9.4707 eV
* ΔE to the lowest compared entry with this formula, charge and spin: 121.0 kcal/mol
* HOMO level: -8.977 eV
* LUMO: 0.49 eV

(3)
Computed, not measured: C44H98INO15P3 as an isolated structure in a non-equilibrium geometry, with ωB97M-V/def2-TZVPD.

Structure (XYZ):
```
162
Properties=species:S:1:pos:R:3
H 1.5285 -2.3190 -0.4586
H 1.7348 -0.3830 1.4712
H -8.2560 2.7574 -2.6486
C 9.3013 -9.7870 -0.8786
C 8.4770 1.3084 0.6030
H -6.5146 10.1266 -0.3438
C 12.9652 0.7198 3.6879
C -6.7153 2.2211 -4.7837
H 8.2824 1.3143 -0.4737
H 10.0147 -10.5920 -0.6755
H 9.1352 -8.1393 -2.2701
H -6.7477 7.7689 4.0404
H 4.4052 -1.3177 0.7380
O -6.8605 7.4707 -0.4002
C -6.0150 7.4684 -1.5443
C -7.5880 1.0431 -3.9917
C 9.9682 1.4004 0.8794
C 4.4927 -3.2843 -0.4564
H 13.4478 1.0947 4.5962
H 7.8429 -5.8844 -1.4226
C -4.1219 1.2741 -4.8282
H 14.2106 2.0065 2.4732
C 13.1549 1.7297 2.5678
H -1.4692 3.1575 0.9834
H 2.7603 -1.2673 -1.4974
H -5.1681 -0.3271 1.4339
H -0.5674 2.0658 -1.3061
H -6.7519 10.1700 2.1061
H 2.0718 -0.8776 -4.8911
H -3.6608 1.6349 -5.8665
C -2.8209 1.2616 0.6481
H -4.9625 6.0359 -2.7772
H -9.6999 -3.8388 -1.2589
H 11.5225 -1.9612 5.1338
H -11.4179 -4.6531 -0.8032
H -1.2814 1.4147 -5.6029
H -5.4855 1.4356 -0.2373
C 1.1765 -1.6450 -4.8985
H -4.7987 3.4446 -4.6446
O 9.0545 -9.1259 0.3530
H 9.4105 -2.5351 3.9535
H 3.8260 -4.2045 -0.7694
H 0.8589 -1.8253 -3.7691
C 2.3885 -1.5014 -0.4120
H 7.1205 -10.6243 1.5509
H 1.5978 -2.6476 -5.3790
H -7.2621 3.2633 -4.5842
H -5.0903 8.0199 -1.3467
H -6.5369 8.0072 -2.3436
H 13.4287 -0.2357 3.4320
H -9.4573 0.6866 1.2317
C -5.7336 6.0469 -2.0011
H -3.6641 2.3780 2.4489
C -6.5635 5.8481 3.0653
C -1.4424 0.6548 -4.7012
C 0.2526 0.1100 -0.3301
C -10.3852 -4.2341 -0.3943
H -6.6249 2.0069 -5.9469
H 10.5381 0.7020 0.2584
H 7.9060 -3.6713 -0.3751
H -7.7702 2.3466 1.9756
C -7.1849 6.7671 4.0996
H -2.6756 0.1808 0.1647
C -0.0906 -1.0535 -5.8121
C -9.6385 -1.1637 -0.4481
H -5.0819 2.4626 -3.0598
H -7.8594 -0.2681 1.5902
H 9.5334 -5.4272 -1.2817
C -10.5604 -3.0631 0.7480
C -5.1844 2.3963 -4.2235
H 10.3207 2.4065 0.6244
H 0.7388 2.3121 0.0326
H -2.5762 1.8698 -3.1129
C -2.8325 0.9898 -3.8431
C -0.2376 1.6859 -0.2478
P 7.7529 -7.9865 0.3287
O -1.4206 -0.7209 -5.2496
H 7.5390 -4.7854 0.9587
O -6.9166 6.2428 1.7534
C -7.4965 10.3452 0.0814
C 3.6468 -2.1534 0.4231
H -6.8251 1.7715 -1.9235
O 6.5879 -6.9668 0.3070
H 8.3760 -10.2419 -1.2392
C 10.5652 -1.8510 5.6529
O -7.6552 8.4044 1.5518
O -4.8780 6.8629 0.7401
H -6.9395 4.8310 3.2111
O 10.2377 1.1869 2.2599
H -6.8796 0.0882 -3.9819
H -10.5003 -3.5504 1.8325
H -3.0394 0.0340 -3.1605
H 8.4762 -1.6934 5.1953
H 9.1715 -4.1822 0.7612
C 9.4299 -1.6980 4.6589
C -8.3647 0.4780 0.8137
H 5.9408 -8.5968 2.3759
H -5.4079 5.4042 -1.1781
H -11.5860 -2.4967 0.7078
C 1.7423 -0.1490 0.3180
H -0.4842 0.7642 -4.0229
H 10.4141 -2.7323 6.2826
P 10.6880 -0.3307 2.7893
C -7.8518 1.6476 -2.4717
H -8.5140 10.1991 1.9648
C -1.3369 1.9715 0.9507
C 6.9636 -8.8042 2.7070
H -10.6115 -0.5364 -0.1572
H -7.0212 6.3817 5.1099
N -8.5273 -0.0986 -0.5748
C -9.0152 0.8693 -1.6258
O 9.5248 -0.4718 3.9597
H -0.5089 -0.5551 0.2650
C 8.6394 -5.6805 -0.7000
C -3.6388 1.2479 2.0700
C -5.2251 0.7584 1.9238
H 7.9529 2.1560 1.0549
H -9.8137 -5.1328 0.1142
H -4.7005 0.2622 -4.9358
H -5.4742 5.8182 3.1709
H -3.3065 1.9198 -0.1960
O 11.5953 0.5131 3.9967
C 8.2876 -4.5146 0.2084
C 9.8870 -8.8520 -1.9243
H -8.2618 6.8736 3.9300
H 6.6613 -10.8765 3.2446
O 0.1572 -0.9272 -7.1353
C -5.9054 1.7491 0.8088
H 5.4077 -3.7232 0.1642
O 9.8759 -1.0859 1.7087
H 8.3411 -10.4700 2.8129
H -8.2474 9.8816 -0.5614
H 7.0393 -8.5078 3.7575
H 4.9032 -2.7803 -1.4545
H -5.7781 0.7422 2.9571
H -9.6967 0.3065 -2.4192
H 3.2884 -2.7322 1.4031
H -5.4687 2.8395 1.0214
H 10.2355 -9.4179 -2.7952
H -0.9530 1.5850 1.9901
O 8.9386 -6.8417 0.0653
H 12.8340 1.3110 1.6114
I -6.8424 -1.2024 -1.1791
H -7.8732 2.7114 0.1297
C 7.2886 -10.2799 2.5763
H 10.6447 -0.9660 6.2935
H -8.5630 0.7278 -4.5564
C -7.5357 1.8866 0.8993
O -9.3787 -2.1516 0.6104
H 8.0311 0.4064 1.0321
H 2.5007 0.7327 0.1514
P -6.1897 7.5909 1.1235
H 12.5685 2.6327 2.7483
H -3.0295 0.5977 2.8289
H -9.7359 1.6771 -1.1238
H -7.6348 11.4317 0.0600
O 7.8829 -8.0122 1.9795
H 0.3140 -0.1624 -1.4814
H -6.6414 5.5907 -2.4075
H -9.8973 -1.6631 -1.4904
H 10.7236 -8.2807 -1.5173
C -7.5950 9.8217 1.5051
```

Summary:
* largest force on an atom: 10.043 eV/A
* total charge: +1
* Kohn-Sham gap: 6.1820 eV
* HOMO level: -10.725 eV
* LUMO: -4.54 eV

(4)
Computed, not measured: C32H55AlNP2Si as an isolated structure in a non-equilibrium geometry, with ωB97M-V/def2-TZVPD.

Structure (XYZ):
```
92
Properties=species:S:1:pos:R:3
H 2.5961 -0.9187 -2.3920
H 1.4639 1.9005 5.4936
H 2.1085 0.5400 -4.4872
H 1.3520 3.9395 1.0457
H -2.9014 -1.4122 3.5473
C -2.8791 0.0890 -0.6405
H 3.7215 2.2149 1.9060
C -1.6100 2.5173 1.2233
Al 0.1197 -0.4960 1.5830
C -1.0605 -1.8773 -6.3047
C 3.2968 1.9577 2.8785
H -0.2240 1.4090 -1.2594
C -2.1954 -3.4992 1.8480
H -1.8942 -1.5859 5.0300
C 1.2125 3.9939 2.1299
H -2.4076 -4.3141 2.5627
H -3.6697 -0.6513 -0.3882
H -0.6630 0.9718 -7.3139
H -3.0484 0.5436 -1.6401
C -1.9180 -1.1937 3.9952
C -1.6607 2.1956 3.6440
C -2.7302 3.1088 3.7382
H 3.3846 -1.5454 -0.8646
H -3.0729 3.8926 0.4127
P -1.2848 -0.7871 -0.5902
H 0.3133 3.1822 5.0710
H -0.6276 -2.8524 -1.7804
C -1.0460 1.9639 2.3967
H 0.2120 4.3905 2.3484
C -1.4939 -2.1585 -1.8078
H -1.1801 1.7509 4.5174
C 1.1707 -0.6288 4.4119
H 1.9728 4.6542 2.5663
H 3.4142 0.8450 0.3916
C -1.7767 0.4210 -5.4936
H -1.6273 -1.7819 -2.8522
C 2.5045 1.2099 -0.1336
C 1.2908 0.3232 -5.1898
H 1.2696 -1.0946 5.4088
C 2.7937 -2.4701 2.4034
C 1.3228 -2.3465 2.4480
H -4.0812 4.3834 2.6628
H -1.0853 2.3223 0.2766
H 3.7410 2.5918 3.6580
H 1.9003 -2.3560 -1.5076
C 0.3677 -3.1943 1.7983
C -3.2232 3.6964 2.5777
C -1.8651 -0.9128 -5.4823
Si 1.4850 2.3761 3.0225
H -1.8270 -0.1006 4.0731
H -3.0550 -2.8106 1.8881
H 3.2932 -1.5001 2.5673
N 0.2054 1.3189 2.3559
C -0.0136 0.3288 -1.4016
C -0.8397 1.2907 -6.2790
H 3.5825 0.9274 3.0948
H 2.1595 -0.2509 4.0890
H -2.9057 0.8903 0.1236
C 0.4906 1.5431 -5.5453
H -1.6383 -2.2701 -7.1583
H 0.7801 -2.2172 -7.3067
H 3.1550 -3.1456 3.1991
C -2.6910 3.4244 1.3139
H 1.6015 -4.0518 0.2699
H 3.1370 -2.8750 1.4388
C 2.4163 -1.3793 -1.3911
H -1.3372 2.2729 -6.3443
C 0.2809 -1.3478 -6.8469
H 2.0811 3.5003 4.9763
H 2.7683 1.7090 -1.0868
H 0.1544 0.0996 -2.4737
H 0.2677 2.0769 -4.6079
H 0.1163 -0.6273 -7.6578
C 0.5901 -1.5041 3.3799
H -2.1530 -3.9484 0.8434
H -2.3975 -2.7327 -1.5025
H 0.4859 0.2235 4.5435
H -2.6939 -1.4021 -4.9491
H -0.1250 -4.5098 0.1879
H -0.8504 -2.7544 -5.6723
C 0.7070 -4.2830 0.8733
H 1.9902 1.9627 0.5055
P 1.4418 -0.2271 -0.3738
H 1.9351 -1.6694 -5.5010
C 1.2062 -0.8834 -5.7605
C 1.2891 2.7516 4.8318
H 1.0770 2.2537 -6.1516
H -2.5163 1.0295 -4.9458
C -0.9399 -2.8157 2.1970
H -3.1176 3.3227 4.7378
C -0.8251 -1.7279 3.1530
H 0.9264 -5.2000 1.4436
```

Summary:
* largest force on an atom: 2.513 eV/A
* total charge: +1
* Kohn-Sham gap: 7.7330 eV
* ΔE to the lowest compared entry with this formula, charge and spin: 20.3 kcal/mol
* HOMO level: -10.294 eV
* LUMO: -2.56 eV

(5)
Computed, not measured: a 16-piece molecular cluster, C39H110O16 overall in a non-equilibrium geometry, with ωB97M-V/def2-TZVPD.

Structure (XYZ):
```
165
Properties=species:S:1:pos:R:3
H 4.6301 -1.3959 -2.0069
H 2.4069 -0.7429 -4.0326
O 3.5489 3.5431 3.7865
C -1.1040 -4.7439 2.1023
H -3.5253 -3.0417 -1.0494
O -2.3337 -3.1406 -2.7572
H -0.3691 3.6032 2.6937
H -2.4839 -1.0603 -6.7818
C 0.4689 -5.6710 -3.4099
H -2.2290 -7.0318 2.8321
H -7.1514 0.3347 -2.6579
C 2.5962 -4.6671 2.8942
H -2.6526 5.2280 1.6073
C -0.8054 -1.1582 -0.1544
H -4.9319 -0.8228 -2.8854
C 3.2688 4.1434 -2.1343
H 0.9739 0.6933 0.6610
H -0.9267 -3.9424 -1.9357
H -0.2816 -4.7458 2.8251
H 2.0896 4.1824 0.4397
O 0.0396 -6.2240 0.5428
H 4.5829 1.0403 -1.6671
H 2.3102 1.2661 4.5227
H 0.1399 3.8713 -1.3794
H -2.3878 -2.2294 -3.1143
H -2.4425 4.9352 -4.9851
C -0.5261 -1.3192 -4.9387
C 5.0856 -0.2116 0.9946
H -1.7247 3.9006 0.9406
H -4.6050 2.3682 -0.5260
H 1.7894 -4.6703 3.6306
H 4.7227 -1.6859 -3.7239
H -1.9877 0.6406 -0.0459
H -2.9001 -5.4366 -1.6543
O 3.6648 0.7712 -3.2918
H 3.5178 -2.5357 -2.7437
H 0.2406 -1.0002 -4.2218
H -3.7393 -0.3335 -5.7741
C -0.0384 1.1134 0.6379
H -0.9721 -1.9167 3.3720
H -1.6402 -8.1331 1.6075
H 3.2471 0.1871 3.5649
C -6.2327 0.7186 -2.1994
H 3.9379 -3.3654 1.8388
O 5.0706 1.3418 -0.8845
O -1.2794 2.4600 4.1744
H 1.1448 -2.2835 2.4701
H 0.1224 -5.4729 -0.0670
C -1.2753 -1.0198 3.9252
H 1.4492 7.5615 1.1800
C -0.9592 0.3336 -0.2862
C -1.1569 -6.0368 1.3008
H -1.9428 -4.7454 2.8106
H -2.9690 2.1339 1.9519
H -0.6996 4.5199 5.5959
H 6.1405 -0.0044 1.1625
C -0.2798 3.3929 3.7632
O -0.6651 0.6648 -1.6528
C -1.9727 3.3769 -3.5338
H -2.8381 2.7248 -3.7070
C -2.3329 4.8012 -3.9085
O 2.4549 4.3476 1.3249
O -3.8277 2.9531 -0.5322
H -3.1304 -1.9704 -5.3999
H -1.4335 -1.7259 -0.8420
O -0.1777 -0.1140 4.0321
H -5.8613 1.5115 -2.8595
H 1.2885 -5.9651 -4.0657
H 3.3814 5.1418 -1.7028
C 3.0848 -3.2838 2.5203
C 2.9421 1.2422 3.6278
H 3.0110 -4.9571 -2.4886
C -3.7750 -4.9184 -2.0498
C 4.0212 -1.5780 -2.8938
H -1.3375 5.2141 4.1049
O -0.1097 -4.2669 -1.5106
O -1.6085 3.2803 -2.1644
H -2.3877 5.1431 -0.1244
H -0.7258 1.6296 -1.7930
H 2.8037 5.9098 2.5880
H -1.6364 -0.1490 -2.8512
C 2.9956 -0.4895 -3.1499
H 4.9611 -1.1049 0.3779
H 3.3287 6.1556 0.8862
H 5.6986 2.6191 5.2212
H 3.3881 -5.2075 3.4207
H -4.0228 -5.3080 -3.0367
H 0.1870 -6.5386 -2.8104
H -2.0797 -0.5258 3.3807
H 3.0038 3.6053 2.9826
H -2.0358 -0.5423 5.8724
H 0.2272 -1.4275 -0.3940
O -6.5521 1.3330 -0.9171
H 0.7036 2.9635 3.9715
H -1.5327 5.4628 -3.5665
H -4.7310 4.3202 0.7969
H -1.4982 0.5813 -5.1491
H 2.4875 -3.9257 -1.2037
O -2.2983 -0.4446 -3.5235
H -0.3775 1.0707 1.6788
C 2.1821 -4.7961 -1.7989
H -4.6143 -5.1647 -1.3929
H 1.6879 -2.8094 0.9106
C 4.7809 2.0384 5.1452
H -2.4124 3.1773 -1.6114
H -5.5207 -1.1188 -1.2587
C 1.2523 6.4884 1.2193
H -0.7424 -2.3618 -4.6983
H -7.0752 2.1178 -1.1163
C 4.0926 2.2123 3.8172
H 0.4907 6.2632 1.9658
H 0.3845 5.3286 4.4605
H 4.3439 1.7861 0.9708
C 2.0461 -2.4032 1.8663
C -3.5634 -3.4165 -2.0774
C -1.3744 -7.2507 2.1879
H 2.0872 -5.6305 -1.1032
H 2.3166 1.3801 2.7433
H 0.0487 2.1631 0.3558
H 0.9708 -3.6063 -3.1341
C 0.8763 -4.5048 -2.5083
H 4.4702 -2.5300 3.7264
H -0.4897 -7.4522 2.7909
H -2.7267 -1.9937 5.2320
H 4.6125 -0.3904 1.9631
C 4.3669 0.9412 0.2809
H 0.5679 -0.6021 4.3996
H 3.2531 1.2631 -4.0060
H -4.0458 3.2937 2.8064
C -3.8413 3.6861 0.6930
H -1.9835 -5.9851 0.5733
H -4.7365 2.0587 1.7817
H 1.7181 2.8209 -2.7526
C -2.5939 4.5401 0.7621
H -1.0493 -3.8651 1.4636
C 1.8084 3.8636 -2.4116
H 4.0981 2.3264 5.9460
H 1.3928 4.5008 -3.1993
H -0.4014 -5.3762 -4.0018
H 2.3236 -0.4701 -2.2821
H 3.8364 4.1455 -3.0665
H 5.0433 0.9882 5.3032
H -1.0699 -2.0392 5.8516
H 0.9044 6.2080 0.2234
H -4.2945 0.1838 -1.6212
H -0.9465 1.5565 4.0572
C -3.8773 2.7313 1.8886
H -0.0594 -1.2271 -5.9220
C -0.4898 4.6772 4.5408
H 3.3494 0.6265 0.0272
H -1.1703 2.9852 -4.1598
H -3.2566 5.1194 -3.4250
C -1.7878 -1.4368 5.2945
H 3.6905 3.4081 -1.4511
O 3.5139 -2.6126 3.7264
C -2.8593 -0.9759 -5.7618
H -4.3605 -2.9493 -2.6548
C -1.7637 -0.4406 -4.8456
C 2.5530 5.7437 1.5434
O 1.0758 4.0340 -1.1979
H -1.0332 -1.4869 0.8609
C -5.1955 -0.3405 -1.9430
H 2.2806 -5.2267 2.0119
H 2.4663 -1.4431 1.5593
H 4.7919 2.1442 2.9750
```

Summary:
* largest force on an atom: 1.396 eV/A
* Kohn-Sham gap: 9.5353 eV
* ΔE to the lowest compared entry with this formula, charge and spin: 1.1 kcal/mol
* HOMO level: -9.284 eV
* LUMO: 0.25 eV